ORCA calculation (the ωB97M-V functional and the def2-TZVPD basis) on a gas-phase ion, C5H8N (charge +1) in a non-equilibrium geometry.

- ΔE to the lowest compared entry with this formula, charge and spin (kJ/mol) = 379.8
- 2S+1 = 1
- gap between HOMO and LUMO (eV) = 8.462
- HOMO energy (eV) = -14.888
- molecular weight (g/mol) = 82.13
- electronic energy (eV) = -6794.152
- total charge = +1

Structure (XYZ):
```
14
Properties=species:S:1:pos:R:3:lowdin_charge:R:1
C 1.857 -0.144 -0.421 -0.16
C 1.107 1.215 0.030 -0.08
C -0.240 0.907 0.101 0.13
C -1.436 0.473 0.158 -0.05
C -1.949 -0.910 -0.135 -0.02
N 2.149 -1.085 0.290 0.19
H 2.137 -0.116 -1.464 0.13
H 1.539 1.474 0.999 0.15
H 1.347 1.950 -0.739 0.14
H 1.918 -1.192 1.271 0.10
H -2.203 1.175 0.482 0.17
H -1.912 -1.487 0.787 0.10
H -1.335 -1.398 -0.886 0.09
H -2.978 -0.862 -0.472 0.10
```